No. 1
Molecular formula: C5H11N2
Method: DFT, the ωB97M-V functional and the def2-TZVPD basis

The geometry in XYZ format:
```
18
Properties=species:S:1:pos:R:3
C -2.621 -1.931 0.183
C -1.682 -1.214 0.087
C 2.130 -1.435 -0.165
C -0.645 2.020 -0.664
C 0.060 -0.149 0.651
N 1.131 -0.290 -0.238
N -0.381 1.376 0.719
H -3.436 -2.517 -0.126
H 3.127 -1.113 -0.498
H 2.195 -1.854 0.874
H 1.954 -2.264 -0.850
H -1.289 1.307 -1.304
H -1.227 2.886 -0.602
H 0.253 2.256 -1.187
H 0.310 -0.511 1.730
H 1.079 0.024 -1.188
H 0.381 2.002 1.251
H -1.338 1.406 1.327
```

## Properties
charge: +1
highest occupied orbital energy: -13.710 eV
LUMO energy: -3.61 eV
energy above the lowest of the compared OMol25 structures with the same formula, charge and spin: 565.0 kJ/mol
HOMO-LUMO gap: 10.10 eV

Here is what Löwdin gives for the atomic charges, in e: -0.008, -0.025, -0.040, -0.014, -0.158, -0.070, -0.002, 0.017, 0.087, 0.102, 0.082, 0.131, 0.072, 0.081, 0.168, 0.115, 0.230, 0.233

No. 2
Molecular formula: C43H39N12OSTa
Method: DFT, the ωB97M-V functional and the def2-TZVPD basis

The geometry in XYZ format:
```
97
Properties=species:S:1:pos:R:3
Ta -0.022 0.586 -0.348
C 4.738 2.542 2.129
N 3.357 2.050 2.041
C 2.487 2.180 1.054
N 1.435 1.390 1.287
C 1.756 0.779 2.475
N 2.904 1.164 2.953
C 5.712 1.469 1.702
C 6.761 1.114 2.537
C 7.638 0.101 2.165
C 7.462 -0.574 0.972
C 6.410 -0.217 0.131
C 5.546 0.808 0.493
C 6.220 -0.932 -1.129
N 6.802 -2.003 -1.532
N 6.290 -2.276 -2.799
C 5.442 -1.347 -3.055
O 5.331 -0.454 -2.037
C 4.654 -1.142 -4.268
C 4.834 -1.978 -5.368
C 4.101 -1.751 -6.519
C 3.194 -0.698 -6.581
C 3.022 0.140 -5.490
C 2.065 1.306 -5.566
N 1.089 1.277 -4.468
C 1.231 1.659 -3.211
N 0.157 1.284 -2.509
C -0.617 0.639 -3.444
N -0.082 0.621 -4.630
C 3.754 -0.091 -4.335
H 4.915 2.818 3.165
H 4.807 3.433 1.505
H 2.610 2.855 0.221
H 1.128 0.061 2.973
H 6.896 1.624 3.483
H 8.461 -0.162 2.817
H 8.128 -1.373 0.675
H 4.739 1.075 -0.181
H 5.555 -2.782 -5.310
H 4.238 -2.391 -7.380
H 2.621 -0.533 -7.486
H 1.488 1.267 -6.485
H 2.598 2.256 -5.523
H 2.064 2.233 -2.839
H -1.574 0.199 -3.221
H 3.645 0.550 -3.468
S 1.199 -1.216 -1.386
C 0.757 -2.552 -0.364
N 1.187 -3.789 -0.729
N 0.891 -4.769 -0.006
C 1.230 -6.110 -0.330
C 0.771 -7.096 0.531
C 1.038 -8.422 0.238
C 1.766 -8.745 -0.898
C 2.236 -7.740 -1.740
C 1.972 -6.413 -1.463
N 0.016 -2.383 0.698
N -0.371 -1.181 0.974
C -1.307 -1.133 2.071
C -2.098 -2.232 2.388
C -3.014 -2.148 3.425
C -3.138 -0.977 4.161
C -2.332 0.109 3.860
C -1.428 0.035 2.812
H 0.365 -4.611 0.858
H 0.202 -6.829 1.415
H 0.687 -9.203 0.899
H 1.965 -9.781 -1.133
H 2.812 -7.999 -2.618
H 2.336 -5.620 -2.101
H -2.006 -3.138 1.807
H -3.640 -3.000 3.652
H -3.860 -0.911 4.963
H -2.408 1.017 4.445
H -0.800 0.888 2.590
C -3.638 2.029 -1.580
C -2.696 1.963 -0.367
C -3.560 2.117 0.899
C -1.993 0.616 -0.386
C -1.616 3.043 -0.422
C -0.882 3.352 0.726
C 0.079 4.368 0.720
C 0.337 5.070 -0.442
C -0.371 4.755 -1.603
C -1.328 3.758 -1.594
H -4.446 1.310 -1.447
H -3.133 1.792 -2.517
H -4.076 3.025 -1.661
H -4.448 1.490 0.821
H -3.880 3.155 1.007
H -3.027 1.817 1.799
H -2.673 -0.238 -0.421
H -1.115 2.861 1.663
H 0.591 4.627 1.639
H 1.061 5.875 -0.445
H -0.183 5.306 -2.516
H -1.880 3.557 -2.501
```

## Properties
charge: +2
highest occupied orbital energy (spin up / spin down): -12.886 / -12.886 eV
LUMO energy (spin up / spin down): -6.87 / -6.87 eV
energy above the lowest of the compared OMol25 structures with the same formula, charge and spin: 36.8 kJ/mol
HOMO-LUMO gap (spin up / spin down): 6.02 / 6.02 eV

Here is what Löwdin gives for the atomic charges, in e: 1.461, -0.046, -0.089, -0.137, -0.050, -0.163, 0.175, -0.202, -0.014, -0.033, 0.006, -0.128, 0.022, -0.291, 0.139, 0.139, -0.293, 0.113, -0.130, 0.005, -0.035, -0.012, -0.197, -0.043, -0.079, -0.140, -0.113, -0.209, 0.172, 0.012, 0.135, 0.140, 0.144, 0.112, 0.123, 0.120, 0.126, 0.112, 0.125, 0.119, 0.123, 0.134, 0.142, 0.148, 0.116, 0.104, 0.695, -0.756, 0.113, 0.085, -0.208, -0.012, -0.050, -0.043, -0.046, -0.007, 0.015, -0.155, -0.275, -0.022, -0.051, -0.055, -0.064, -0.093, 0.166, 0.120, 0.119, 0.119, 0.118, 0.115, 0.103, 0.116, 0.117, 0.119, 0.064, -0.039, -0.571, -0.020, -0.184, -0.234, -0.084, -0.086, -0.069, -0.056, -0.044, 0.096, 0.067, 0.107, 0.098, 0.107, 0.052, 0.083, 0.101, 0.117, 0.115, 0.117, 0.113

No. 3
Molecular formula: C6H14N2O2
Method: DFT, the ωB97M-V functional and the def2-TZVPD basis

The geometry in XYZ format:
```
24
Properties=species:S:1:pos:R:3
C -1.763 -0.604 -2.759
N -1.112 0.416 -1.907
C -1.680 1.637 -1.806
C -1.344 2.532 -0.460
O -2.556 1.978 -2.636
H -2.716 -0.359 -3.109
H -0.946 -1.243 -3.367
H -1.874 -1.418 -1.804
H -0.273 0.347 -1.518
H -1.319 3.742 -0.770
H -0.291 2.574 0.044
H -2.218 2.438 0.202
C 3.353 -1.561 1.781
N 1.889 -1.306 2.045
C 1.055 -0.783 1.100
C -0.277 -0.534 1.653
O 1.360 -0.380 -0.069
H 3.327 -0.842 0.823
H 4.039 -0.989 2.423
H 3.867 -2.599 1.668
H 1.743 -1.326 3.143
H -0.517 -0.980 2.558
H -1.145 -1.198 1.069
H -0.603 0.457 1.698
```

## Properties
charge: 0
highest occupied orbital energy: -8.877 eV
LUMO energy: 0.49 eV
energy above the lowest of the compared OMol25 structures with the same formula, charge and spin: 447.3 kJ/mol
HOMO-LUMO gap: 9.37 eV

Here is what Löwdin gives for the atomic charges, in e: -0.046, -0.011, -0.484, -0.028, -0.021, 0.042, 0.119, 0.122, 0.031, 0.117, 0.077, 0.051, -0.089, -0.027, -0.527, -0.025, -0.016, 0.112, 0.060, 0.102, 0.193, 0.036, 0.160, 0.050

No. 4
Molecular formula: C24H62N2O7S
Method: DFT, the ωB97M-V functional and the def2-TZVPD basis

The geometry in XYZ format:
```
96
Properties=species:S:1:pos:R:3
C -2.875 -2.176 4.358
O -3.352 -1.029 3.519
C -2.358 -0.950 2.411
C -1.887 0.600 2.073
C -0.297 0.894 2.458
C 0.463 1.634 1.206
C 0.804 0.663 -0.070
C 1.742 -0.637 0.274
O 2.469 -0.564 1.550
C 3.605 0.369 1.497
S 3.708 1.147 3.240
C 0.748 -1.963 0.342
N 1.089 -2.869 -0.836
N 0.927 -2.798 1.597
H -2.657 -3.092 3.645
H -1.871 -1.855 4.907
H -3.700 -2.495 5.125
H -2.780 -1.461 1.424
H -1.388 -1.516 2.808
H -1.960 0.787 0.901
H -2.557 1.329 2.699
H -0.317 1.666 3.350
H 0.246 -0.074 2.826
H -0.278 2.473 0.798
H 1.447 2.174 1.590
H 1.379 1.337 -0.868
H -0.224 0.363 -0.591
H 2.444 -0.818 -0.671
H 4.644 -0.122 1.272
H 3.415 1.290 0.775
H 2.951 0.335 4.143
H -0.386 -1.668 0.217
H 1.646 -3.685 -0.475
H 0.179 -3.254 -1.174
H 0.671 -2.273 2.461
H 1.918 -3.166 1.684
C 5.164 6.623 4.344
C 4.112 5.526 4.382
C 4.682 4.229 4.934
O 3.618 5.300 3.064
H 6.001 6.341 3.695
H 4.743 7.546 3.933
H 5.553 6.831 5.346
H 3.266 5.848 4.998
H 5.502 3.863 4.306
H 3.917 3.446 4.944
H 5.057 4.366 5.954
H 4.362 5.014 2.509
C 2.765 2.296 -4.647
C 2.256 3.102 -3.463
C 2.142 4.579 -3.805
O 3.148 2.940 -2.363
H 3.764 2.631 -4.949
H 2.853 1.237 -4.382
H 2.091 2.388 -5.505
H 1.278 2.720 -3.150
H 3.119 4.995 -4.077
H 1.787 5.149 -2.939
H 1.450 4.739 -4.638
H 4.019 3.276 -2.631
C -3.857 -1.520 -1.301
C -3.604 -2.365 -2.540
C -4.907 -2.769 -3.211
O -2.879 -3.536 -2.173
H -4.438 -2.078 -0.558
H -2.911 -1.247 -0.822
H -4.400 -0.604 -1.552
H -2.984 -1.804 -3.247
H -5.525 -3.371 -2.535
H -4.710 -3.386 -4.093
H -5.481 -1.889 -3.519
H -3.422 -4.040 -1.544
C 4.525 -2.723 -3.867
C 5.092 -1.872 -2.742
C 5.546 -2.730 -1.573
O 4.096 -0.955 -2.296
H 3.650 -3.288 -3.528
H 4.191 -2.091 -4.697
H 5.272 -3.429 -4.243
H 5.936 -1.282 -3.116
H 4.707 -3.296 -1.152
H 5.940 -2.103 -0.766
H 6.324 -3.436 -1.880
H 3.342 -1.469 -1.963
C -8.410 -1.328 0.340
C -8.158 -2.172 -0.898
C -9.461 -2.576 -1.569
O -7.433 -3.343 -0.531
H -8.991 -1.886 1.083
H -7.464 -1.055 0.820
H -8.953 -0.411 0.089
H -7.537 -1.611 -1.606
H -10.079 -3.178 -0.894
H -9.264 -3.194 -2.452
H -10.035 -1.697 -1.878
H -7.976 -3.848 0.097
```

## Properties
charge: 0
highest occupied orbital energy: -8.919 eV
LUMO energy: 0.65 eV
HOMO-LUMO gap: 9.57 eV

Here is what Löwdin gives for the atomic charges, in e: -0.126, -0.255, -0.213, -0.144, -0.192, -0.196, -0.135, -0.237, -0.265, -0.483, 0.649, -0.347, 0.015, 0.010, 0.103, 0.109, 0.098, 0.116, 0.087, 0.102, 0.119, 0.116, 0.089, 0.125, 0.094, 0.110, 0.113, 0.126, 0.097, 0.108, -0.098, 0.137, 0.076, 0.070, 0.048, 0.090, -0.070, -0.503, -0.087, -0.065, 0.080, 0.079, 0.079, 0.140, 0.077, 0.037, 0.080, 0.091, -0.062, -0.508, -0.068, -0.072, 0.082, 0.075, 0.080, 0.134, 0.080, 0.081, 0.080, 0.092, -0.064, -0.495, -0.063, -0.062, 0.081, 0.050, 0.085, 0.140, 0.071, 0.081, 0.079, 0.095, -0.064, -0.496, -0.062, -0.081, 0.081, 0.079, 0.079, 0.139, 0.076, 0.076, 0.080, 0.044, -0.062, -0.509, -0.065, -0.073, 0.082, 0.080, 0.082, 0.130, 0.082, 0.081, 0.081, 0.093

No. 5
Molecular formula: C44H30N10RuS3
Method: DFT, the ωB97M-V functional and the def2-TZVPD basis

The geometry in XYZ format:
```
88
Properties=species:S:1:pos:R:3
Ru -1.541 0.325 0.246
C -6.007 1.168 4.926
C -5.475 -0.009 5.462
C -4.494 -0.726 4.805
C -4.028 -0.241 3.586
C -3.006 -0.661 2.671
N -2.233 -1.720 2.824
C -1.162 -1.966 2.103
C -0.295 -3.080 2.405
C -0.461 -4.155 3.267
C 0.592 -5.037 3.410
C 1.799 -4.809 2.757
C 1.967 -3.734 1.898
C 0.889 -2.901 1.675
C 0.723 -1.635 0.880
N 1.066 -1.745 -0.543
C 0.665 -0.853 -1.515
N -0.330 0.057 -1.330
C -0.495 0.753 -2.508
N -1.433 1.616 -2.832
C -2.450 1.962 -2.062
N -2.618 1.649 -0.742
C -3.817 2.168 -0.321
N -4.350 2.031 0.881
C -3.946 1.152 1.772
N -2.965 0.214 1.607
C -4.597 0.935 3.034
C -5.585 1.642 3.700
C -4.451 2.845 -1.413
C -5.674 3.493 -1.554
C -5.999 4.001 -2.795
C -5.137 3.870 -3.891
C -3.926 3.220 -3.771
C -3.581 2.708 -2.526
C 0.460 0.287 -3.466
C 0.678 0.669 -4.781
C 1.627 -0.019 -5.508
C 2.320 -1.087 -4.929
C 2.114 -1.471 -3.622
C 1.182 -0.772 -2.844
N -0.617 -1.205 1.118
H -6.758 1.712 5.480
H -5.842 -0.354 6.419
H -4.091 -1.639 5.215
H -1.387 -4.266 3.808
H 0.491 -5.899 4.054
H 2.633 -5.474 2.927
H 2.930 -3.558 1.444
H -5.994 2.541 3.265
H -6.343 3.586 -0.712
H -6.944 4.508 -2.932
H -5.434 4.287 -4.844
H -3.260 3.099 -4.611
H 0.101 1.478 -5.203
H 1.836 0.257 -6.531
H 3.039 -1.628 -5.526
H 2.671 -2.312 -3.246
C -0.257 3.918 0.127
C 0.425 2.672 0.688
C 1.580 3.093 1.608
C -0.544 1.763 1.429
H 0.447 4.474 -0.490
H -0.597 4.559 0.939
H -1.117 3.658 -0.486
H 0.885 2.115 -0.140
H 1.210 3.597 2.500
H 2.236 3.778 1.075
H 2.156 2.222 1.907
H -1.311 2.355 1.949
H 0.011 1.166 2.167
S 5.022 -5.104 -2.062
C 4.088 -3.898 -1.450
S 2.319 -4.097 -1.270
C 2.261 -2.390 -0.802
N 3.401 -1.823 -0.755
N 4.425 -2.618 -1.076
C 5.701 -2.035 -0.959
C 6.882 -2.756 -1.104
C 8.100 -2.119 -0.952
C 8.159 -0.768 -0.658
C 6.981 -0.050 -0.511
C 5.759 -0.671 -0.661
S 1.892 -0.424 1.651
H 6.853 -3.806 -1.338
H 9.011 -2.690 -1.060
H 9.113 -0.278 -0.533
H 7.012 1.002 -0.269
H 4.841 -0.118 -0.542
```

## Properties
charge: -1
multiplicity: 2
highest occupied orbital energy (spin up / spin down): -3.974 / -4.058 eV
LUMO energy (spin up / spin down): 0.96 / 1.09 eV
energy above the lowest of the compared OMol25 structures with the same formula, charge and spin: 234.5 kJ/mol
HOMO-LUMO gap (spin up / spin down): 4.93 / 5.15 eV

Here is what Löwdin gives for the atomic charges, in e: 1.262, -0.089, -0.093, -0.015, -0.094, -0.252, 0.193, -0.289, -0.112, -0.017, -0.093, -0.076, -0.079, -0.189, -0.747, 0.017, -0.172, 0.016, -0.297, 0.203, -0.310, -0.017, -0.285, 0.204, -0.295, -0.018, -0.100, -0.019, -0.107, -0.028, -0.104, -0.101, -0.027, -0.108, -0.103, -0.018, -0.085, -0.085, -0.023, -0.074, -0.048, 0.095, 0.095, 0.110, 0.106, 0.094, 0.099, 0.093, 0.110, 0.106, 0.091, 0.092, 0.106, 0.109, 0.096, 0.099, 0.068, -0.087, -0.508, -0.106, -0.205, 0.072, 0.076, 0.050, 0.104, 0.076, 0.069, 0.010, 0.064, -0.007, 0.613, -1.032, 1.061, -0.632, 0.123, -0.107, -0.176, -0.053, -0.089, -0.100, -0.080, -0.006, 0.562, 0.010, 0.101, 0.096, 0.103, 0.104

No. 6
Molecular formula: C4H4N2S2
Method: DFT, the ωB97M-V functional and the def2-TZVPD basis

The geometry in XYZ format:
```
12
Properties=species:S:1:pos:R:3
N 0.091 0.086 -3.909
C -0.542 0.030 -2.896
N -1.541 -0.065 -1.895
C -0.862 -0.026 -0.837
S 0.863 -0.255 -0.791
C 0.929 -0.496 1.101
C -0.073 0.475 1.612
S -1.709 0.151 0.733
H 1.944 -0.161 1.329
H 0.945 -1.538 1.392
H 0.285 1.498 1.397
H -0.330 0.300 2.763
```

## Properties
charge: 0
highest occupied orbital energy: -9.719 eV
LUMO energy: 0.09 eV
energy above the lowest of the compared OMol25 structures with the same formula, charge and spin: 167.8 kJ/mol
HOMO-LUMO gap: 9.81 eV

Here is what Löwdin gives for the atomic charges, in e: 0.143, -0.415, 0.023, -0.978, 0.957, -0.469, -0.522, 0.905, 0.072, 0.079, 0.082, 0.124

Computed values of E (unit: hartree) for the preceding records, in sequence: -306.1683; -2848.9774; -496.8872; -1985.7784; -3531.8843; -1060.6516.